Computed, not measured: a structure of composition C18H29N3O3, with ωB97M-V/def2-TZVPD.

The geometry in XYZ format:
```
53
Properties=species:S:1:pos:R:3:forces:R:3
C 3.44616 6.32792 3.33812 1.2001 -11.3221 -7.8976
C 2.04351 5.97285 2.73594 2.9071 3.5598 2.7969
H 1.76040 6.69058 2.09941 -1.0957 4.0449 -1.4852
H 1.41307 5.96890 3.60600 -0.9583 -0.8047 -0.1403
O 2.05472 4.98397 1.82360 -0.6815 -5.9079 3.8742
C 1.93080 3.83262 2.76271 0.7239 -2.9860 -0.5710
O 1.82166 3.82859 4.04479 0.4182 0.0087 -6.5565
N 2.04958 2.65075 1.88281 -0.2128 2.8246 7.0120
C 1.99108 1.35436 2.53147 -3.6639 -1.4990 -1.3632
H 2.50681 1.32096 3.38422 2.9977 0.4065 3.1521
H 0.98532 1.03782 3.05153 0.8777 0.8785 -1.7644
C 2.48037 0.30189 1.56714 -7.9024 -2.3471 -0.1239
N 1.39276 0.41346 0.20507 4.6723 -4.7223 5.9214
C 0.67209 -0.88910 0.21663 -4.0440 16.5081 -8.9037
O 0.96689 -1.83930 0.64988 3.6006 -11.8525 6.1562
N -0.39485 -0.59305 -0.67449 -2.0898 -0.0998 -2.8079
H -0.45136 0.22907 -1.42875 1.0042 -2.1484 2.8872
C -1.21145 -1.71126 -1.22339 5.1778 -2.8057 1.2616
C -2.04311 -1.36463 -2.35874 -4.8830 4.0127 6.6480
C -3.03947 -2.34539 -2.72765 5.4067 -1.1017 -3.1268
C -2.04730 -3.39044 -3.52303 -7.0209 -4.4808 8.5097
C -1.18242 -3.96121 -2.20823 2.6048 -3.0014 -10.8864
C -0.25357 -2.94100 -1.79588 2.0191 3.8872 -1.4868
H 0.34062 -3.24098 -0.96694 0.8408 -0.3619 0.3885
H 0.57844 -2.55542 -2.79290 -2.7131 -1.0976 3.0944
C -2.00011 -4.65819 -1.30048 -2.0979 1.4689 2.9319
C -2.95151 -3.37622 -0.75005 10.0009 -9.4989 12.0817
C -1.86283 -2.50135 -0.06719 -8.2141 6.9531 -5.4577
H -1.33148 -2.66820 0.73454 2.9424 -2.0765 3.6583
H -2.64828 -1.58328 0.35553 1.9357 -1.9316 -0.5876
C -3.71431 -3.00781 -1.67701 -9.6356 6.9401 -6.1877
H -4.36485 -3.68048 -2.15830 -0.8712 -1.6203 0.0275
H -4.44506 -2.20581 -1.23069 0.6838 -0.8822 -0.7137
H -3.46938 -3.80930 0.11187 -0.2987 -0.1402 -0.0724
H -1.32562 -4.91697 -0.53287 0.4673 -0.5347 1.6237
H -2.54811 -5.55865 -1.51322 -0.3193 -0.0379 -0.9740
H -0.44092 -4.79539 -3.00329 -1.7418 1.7082 2.7155
H -2.94541 -4.23928 -3.66731 2.9956 1.6298 -0.7976
H -1.54149 -3.03358 -4.27232 2.6793 1.7586 -4.2413
H -3.62206 -1.92341 -3.41521 -2.8079 1.5369 -2.7442
H -1.71845 -0.79476 -3.11560 1.9815 1.7358 -2.7083
H -2.77878 -0.36729 -1.61040 1.4296 -1.9767 -2.1266
C 1.04029 1.73263 -0.03429 -3.0795 0.1844 -4.1604
H -0.06838 1.98976 0.17651 1.6207 -0.1638 0.5155
C 2.09730 2.73792 0.53603 -8.0972 2.0500 -3.4639
H 2.88967 2.46557 0.01855 4.5719 -0.4277 -1.9129
H 1.50600 3.69303 0.11721 2.3303 -1.6057 1.0821
H 0.95155 1.67340 -1.28458 0.6269 1.3654 2.6067
H 2.35269 -0.79807 1.93098 0.3328 2.2965 -0.5682
H 3.40038 0.51758 1.34874 5.2709 0.8747 -2.0460
H 4.26557 6.36031 2.44109 -1.9528 -0.1131 1.6082
H 3.89585 5.53245 3.95588 -0.6912 0.2758 0.0804
H 3.56701 7.13343 3.70653 0.7526 10.6389 5.2423
```
Positions in Å, forces in eV/Å.

Calculated values
orbital gap = 8.609 eV